{
  "formula": "C21H43BN4O5",
  "method": "ωB97M-V/def2-TZVPD",
  "symbols": ["C", "C", "O", "N", "C", "B", "O", "N", "O", "H", "H", "H", "H", "H", "H", "H", "C", "C", "C", "C", "C", "C", "N", "O", "C", "C", "C", "H", "H", "H", "H", "H", "H", "H", "H", "H", "H", "H", "H", "H", "H", "H", "H", "H", "H", "C", "C", "C", "C", "C", "C", "N", "O", "C", "C", "C", "H", "H", "H", "H", "H", "H", "H", "H", "H", "H", "H", "H", "H", "H", "H", "H", "H", "H"],
  "coordinates": [[-4.10334, 3.28611, -0.88000], [-2.80959, 2.95776, -1.74029], [-2.16113, 3.97737, -2.11241], [-2.36425, 1.68099, -2.23711], [-3.39983, 0.67273, -2.53177], [-1.07255, 1.18153, -1.74292], [-0.87628, 0.20872, -0.64425], [-0.82057, 1.00291, 0.46473], [-1.43835, 0.49527, 1.35459], [-3.77608, 3.76796, 0.10824], [-4.69121, 4.11176, -1.41992], [-4.75967, 2.39749, -0.63182], [-3.47519, 0.58446, -3.67702], [-4.43873, 0.88303, -2.10278], [-3.10227, -0.38427, -2.18311], [-0.08015, 1.48623, -2.33345], [-2.22862, -5.43178, 0.70470], [-2.97241, -4.99689, -0.58797], [-3.40131, -6.24641, -1.38379], [-2.23423, -6.94855, -2.07584], [-1.44423, -5.96751, -2.93468], [-0.99240, -4.71411, -2.15807], [-2.10603, -4.08016, -1.39248], [-2.90044, -3.44181, -2.28153], [0.16140, -5.08700, -1.19945], [-0.33008, -3.72792, -3.15110], [-4.23854, -4.28027, -0.05955], [-2.91206, -5.52792, 1.55263], [-1.74312, -6.40376, 0.60759], [-1.47870, -4.69582, 1.00473], [-4.14108, -5.97191, -2.14448], [-3.90272, -6.96003, -0.71953], [-1.57732, -7.42100, -1.33963], [-2.61529, -7.76048, -2.70280], [-0.57459, -6.48040, -3.35823], [-2.06827, -5.67401, -3.78801], [0.44808, -4.23176, -0.58091], [1.04896, -5.39356, -1.76051], [-0.06739, -5.92228, -0.53997], [-0.99251, -3.44611, -3.97276], [0.55570, -4.17670, -3.60871], [-0.00948, -2.81468, -2.64052], [-3.97344, -3.40023, 0.53097], [-4.81835, -4.95083, 0.58261], [-4.91540, -3.96873, -0.85884], [1.31471, 4.20087, 2.09755], [2.56103, 3.64492, 1.35530], [3.11520, 2.42405, 2.11728], [3.83116, 2.79873, 3.41406], [4.90719, 3.84761, 3.15528], [4.37482, 5.08533, 2.40491], [3.58324, 4.72510, 1.19207], [4.45625, 4.32230, 0.24022], [3.51352, 5.94020, 3.36233], [5.56827, 6.01304, 2.06995], [1.99625, 3.17223, -0.00547], [0.38814, 3.75906, 1.72066], [1.32793, 3.98681, 3.16724], [1.21168, 5.27989, 1.95907], [3.81607, 1.87074, 1.48169], [2.30211, 1.72564, 2.34842], [3.11651, 3.16512, 4.15695], [4.28746, 1.90537, 3.85162], [5.35160, 4.14939, 4.10944], [5.71524, 3.37983, 2.57911], [3.06055, 6.78357, 2.83346], [4.12457, 6.35408, 4.16985], [2.71977, 5.38244, 3.85617], [6.33898, 5.51400, 1.47829], [6.05715, 6.35949, 2.98471], [5.23388, 6.89800, 1.52042], [1.57164, 4.00804, -0.56646], [1.20160, 2.43361, 0.14313], [2.74653, 2.68313, -0.63179]],
  "atomic_forces_ev_per_a": [[0.0, -0.2, 0.2], [1.4, 3.9, -1.9], [-1.6, -3.2, 1.6], [-1.3, -0.3, 2.2], [-0.8, -1.8, -0.6], [0.8, -0.2, -0.8], [-0.9, 0.8, -2.0], [-1.6, -1.0, 2.2], [1.3, 1.0, -0.8], [-0.2, -0.8, -1.5], [0.9, -1.5, 0.6], [0.7, 1.1, -0.4], [-0.1, 0.2, 1.7], [1.6, -0.1, -0.6], [-0.3, 1.6, -0.3], [0.0, 0.2, 0.4], [0.3, -0.1, 0.1], [-0.4, -0.5, 2.0], [0.1, -0.1, -0.4], [0.0, 0.0, 0.1], [-0.5, -0.1, 0.0], [2.1, -0.2, -0.1], [-2.6, 0.1, -3.2], [1.4, -0.4, 1.7], [0.0, -0.2, 0.3], [-0.7, 0.3, 0.0], [-0.1, 0.3, -0.7], [-0.1, 0.0, -0.3], [0.1, 0.1, -0.1], [-0.1, -0.1, -0.1], [0.1, 0.2, 0.1], [0.1, 0.3, 0.1], [0.0, 0.0, 0.0], [0.0, 0.1, 0.1], [0.1, 0.2, 0.1], [0.0, 0.2, 0.1], [-0.1, 0.0, -0.1], [-0.2, 0.1, -0.1], [-0.1, 0.1, 0.0], [-0.1, 0.0, 0.2], [-0.1, -0.2, 0.2], [-0.1, -0.1, 0.0], [0.1, 0.0, -0.1], [0.3, -0.1, -0.1], [0.3, 0.1, 0.0], [-0.1, 0.2, 0.3], [-2.1, -0.3, 0.1], [0.4, 0.0, 0.2], [0.0, 0.0, 0.0], [-0.1, -0.4, -0.2], [0.3, 1.5, 1.5], [2.9, -2.5, -1.5], [-1.6, 1.2, 1.1], [-0.3, -0.1, 0.2], [0.0, -0.3, -0.6], [0.7, 0.0, -0.3], [0.2, -0.1, -0.1], [0.1, 0.1, 0.0], [0.1, -0.1, 0.0], [0.0, 0.2, -0.1], [-0.1, 0.2, -0.2], [0.0, 0.0, 0.0], [0.0, 0.1, 0.0], [-0.1, 0.2, -0.1], [-0.1, 0.2, -0.1], [0.0, -0.1, 0.0], [0.1, -0.1, -0.2], [0.0, 0.0, -0.1], [-0.2, 0.0, -0.1], [-0.3, -0.1, 0.1], [0.0, -0.1, 0.0], [0.1, 0.0, 0.0], [0.2, 0.3, 0.3], [0.1, 0.2, 0.1]],
  "spin_multiplicity": 3,
  "total_charge": 0,
  "homo_lumo_gap_ev": [8.15, 8.79],
  "e_homo_ev": [-8.744, -9.380],
  "total_energy_ev": -39341.769
}

***

{
  "formula": "C2H5NO2",
  "method": "ωB97M-V/def2-TZVPD",
  "symbols": ["N", "C", "C", "O", "O", "H", "H", "H", "H", "H"],
  "coordinates": [[-1.25761, 0.29475, -0.38063], [-0.29283, 0.37501, 0.54614], [1.19200, 0.06781, 0.29170], [1.96958, 0.35543, 1.10157], [1.50423, -0.89915, -0.67301], [-0.99275, 0.71715, -1.33212], [-1.94887, -0.66221, -0.61587], [0.00902, 1.32950, 0.64248], [-0.64680, -0.19464, 1.39988], [0.46402, -1.38366, -0.98015]],
  "atomic_forces_ev_per_a": [[-5.2, -2.6, -7.0], [2.2, -2.5, 1.0], [-2.2, -5.5, -1.7], [2.8, 1.8, 1.7], [-4.7, -1.1, -1.0], [-0.8, -0.9, 2.0], [3.3, 3.6, 1.3], [-0.7, 4.2, 1.8], [0.7, 0.5, 0.7], [4.6, 2.5, 1.2]],
  "e_above_lowest_kj_mol": 310.0,
  "smiles": "NCC(=O)O",
  "total_charge": 0,
  "homo_lumo_gap_ev": 9.43,
  "e_homo_ev": -9.219,
  "total_energy_ev": -7737.538
}

***

{
  "formula": "C9H14",
  "method": "ωB97M-V/def2-TZVPD",
  "symbols": ["C", "C", "C", "C", "C", "C", "C", "H", "H", "H", "H", "H", "H", "H", "H", "C", "C", "H", "H", "H", "H", "H", "H"],
  "coordinates": [[-1.10664, 0.14938, -2.49052], [-1.26173, 0.09083, -0.94407], [-0.47234, 0.95743, -0.13202], [-0.78511, 0.99685, 1.17466], [-1.81496, 0.24124, 1.78880], [-2.23758, -0.81316, 1.10127], [-2.19935, -0.85971, -0.33285], [-0.37626, -0.63340, -2.70624], [-0.73454, 0.94880, -2.75108], [-1.98094, -0.07795, -3.08179], [0.49227, 1.20859, -0.54372], [-0.43067, 1.73170, 1.87276], [-2.19973, 0.42533, 2.84287], [-3.03215, -1.50307, 1.59750], [-2.66967, -1.56391, -0.98092], [2.28395, -0.50020, 1.00918], [2.96565, 0.14762, -0.22699], [1.25390, -0.40987, 1.10425], [2.35363, -1.58640, 1.39895], [2.55849, 0.18302, 1.73831], [3.88458, -0.37776, -0.30459], [3.06806, 1.32250, -0.00395], [2.44116, -0.07787, -1.12983]],
  "atomic_forces_ev_per_a": [[-2.6, -8.5, 4.1], [-2.0, -1.3, -0.2], [-0.5, -2.5, -1.8], [-1.7, 1.3, 3.0], [1.5, 1.5, 1.5], [-5.0, -3.3, -2.0], [3.8, 3.0, 0.6], [0.1, -0.1, -0.4], [3.6, 8.3, -2.7], [-0.5, 0.0, 0.2], [-0.1, 1.2, 0.0], [1.0, 0.4, -0.1], [1.0, -0.2, -1.5], [1.6, 1.0, -0.8], [-0.5, -0.5, 0.1], [0.3, -1.4, 0.1], [-0.8, 0.8, 1.5], [-2.1, 0.4, -0.8], [1.1, 1.6, -1.2], [1.0, 0.6, 2.3], [1.4, 0.3, -0.3], [-0.1, -2.8, -0.9], [-0.5, 0.3, -0.7]],
  "e_above_lowest_kj_mol": 301.4,
  "smiles": "Cc1ccccc1.CC",
  "total_charge": 0,
  "homo_lumo_gap_ev": 9.78,
  "e_homo_ev": -8.767,
  "total_energy_ev": -9557.058
}

***

{
  "formula": "C2H4IN2",
  "method": "ωB97M-V/def2-TZVPD",
  "symbols": ["C", "C", "N", "N", "I", "H", "H", "H", "H"],
  "coordinates": [[-0.78571, 2.67798, 0.13199], [-0.01428, -0.98703, -0.09311], [-0.02691, 1.86881, 0.02957], [-0.15570, -2.25624, -0.08151], [2.10591, -0.36676, -0.09465], [-1.52250, 3.45452, 0.23308], [0.84495, 1.14088, 0.05210], [-1.10010, -2.59013, -0.08359], [0.65432, -2.94204, -0.09388]],
  "atomic_forces_ev_per_a": [[-1.9, 2.0, 0.2], [3.4, 4.1, -0.2], [2.1, -1.7, 0.0], [0.1, -5.2, 0.1], [-0.9, -0.4, 0.0], [0.0, 0.0, 0.0], [-0.7, 0.8, -0.2], [-0.2, -0.7, 0.1], [-1.8, 1.2, -0.1]],
  "e_above_lowest_kj_mol": 275.2,
  "spin_multiplicity": 3,
  "total_charge": 1,
  "homo_lumo_gap_ev": [6.29, 7.82],
  "e_homo_ev": [-10.290, -14.160],
  "total_energy_ev": -13205.882
}